(1)
Formula: C17H30F2N4O15S2Zn
Source: the OMol25 dataset
Level of theory: ωB97M-V with the def2-TZVPD basis set

The geometry in XYZ format:
```
71
Properties=species:S:1:pos:R:3:mulliken_charge:R:1
Zn 1.750 -2.271 -1.159 -0.422
N 3.578 -2.496 -1.701 0.588
S 4.461 -1.672 -2.773 0.931
O 5.077 -2.486 -3.748 -0.555
O 5.127 -0.550 -2.216 -0.535
F 3.210 -0.984 -3.492 -0.212
S 4.766 -3.394 -0.922 1.026
O 5.799 -2.624 -0.339 -0.551
O 5.063 -4.600 -1.593 -0.574
F 3.853 -3.800 0.293 -0.228
C -1.168 0.339 -1.195 0.517
C -0.096 -0.699 -1.284 1.522
O -0.231 -1.891 -0.834 -0.853
O 1.050 -0.421 -1.740 -0.663
H -1.003 0.766 -0.209 -0.995
H -2.124 -0.169 -1.291 0.371
H -1.039 1.055 -2.001 0.160
C 0.893 -0.025 2.522 -0.445
O 2.059 -0.773 2.888 -0.451
C 2.512 -1.661 2.018 0.506
O 2.086 -1.813 0.891 0.144
O 3.504 -2.357 2.496 -0.255
C 4.047 -2.146 3.796 -0.708
H 0.028 -0.682 2.439 0.279
H 1.034 0.434 1.540 0.192
H 0.743 0.758 3.254 0.267
H 4.697 -2.989 4.000 0.241
H 3.274 -1.968 4.537 0.312
H 4.699 -1.267 3.821 0.311
C -3.044 -3.007 3.434 -0.750
O -2.660 -1.683 3.799 -0.362
C -2.821 -0.740 2.887 0.921
O -3.207 -0.896 1.761 -0.576
O -2.365 0.406 3.405 -0.360
C -2.365 1.527 2.555 -0.329
H -3.339 -3.554 4.326 0.283
H -2.174 -3.519 3.028 0.265
H -3.878 -3.002 2.742 0.352
H -3.274 2.130 2.587 0.439
H -2.156 1.281 1.516 -0.106
H -1.581 2.214 2.876 0.220
C 0.395 3.554 0.255 -0.272
O -0.001 3.921 1.559 -0.113
C 0.035 5.165 2.036 0.643
O -0.164 5.430 3.179 -0.547
O 0.263 6.045 1.054 -0.346
C 0.292 7.426 1.387 -0.696
H 0.334 2.470 0.181 -0.213
H 1.450 3.771 0.074 0.364
H -0.219 3.983 -0.535 0.321
H 1.256 7.692 1.824 0.293
H -0.502 7.725 2.070 0.312
H 0.178 7.996 0.468 0.242
C 0.196 -0.474 -5.446 -0.684
C -1.032 -1.255 -5.297 0.363
N -1.990 -1.878 -5.199 -0.478
H 0.097 0.198 -6.293 0.371
H 1.014 -1.184 -5.569 0.324
H 0.386 0.089 -4.534 0.121
C -2.913 -4.103 -0.506 -0.351
C -3.272 -4.905 0.660 0.257
N -3.499 -5.559 1.570 -0.431
H -1.861 -4.270 -0.723 0.159
H -3.002 -3.049 -0.234 0.039
H -3.574 -4.320 -1.339 0.378
C -3.392 2.522 -3.545 -0.848
C -2.500 2.283 -4.666 0.467
N -1.806 2.144 -5.568 -0.404
H -2.915 3.045 -2.719 0.203
H -3.837 1.611 -3.149 0.270
H -4.203 3.155 -3.908 0.339
```

Results
- HOMO-LUMO gap: 0.377 Eh
- Lowest unoccupied orbital energy: -0.0215 Eh

***

(2)
Formula: C31H54BN3O6
Source: the OMol25 dataset
Level of theory: ωB97M-V with the def2-TZVPD basis set

The geometry in XYZ format:
```
95
Properties=species:S:1:pos:R:3:mulliken_charge:R:1
C 0.447 1.089 7.220 -0.307
C -0.299 0.640 6.219 -0.356
C -1.249 0.302 4.969 -0.198
C -0.444 0.227 3.544 -0.485
C -1.602 -0.088 2.415 -0.911
C -1.102 -1.201 1.341 0.168
N -0.470 -0.709 0.139 -0.297
C -0.038 -1.775 -0.754 -0.064
C 0.694 -1.327 -2.106 -0.190
B 0.895 0.287 -2.414 0.816
O 2.081 0.935 -1.890 -0.637
N -0.161 0.933 -3.253 -0.046
C 0.004 2.424 -3.347 -0.751
C -1.552 0.649 -2.762 -0.958
C 1.237 -2.378 -3.173 0.370
O 1.907 -1.827 -4.313 -0.189
C 1.930 -2.734 -5.451 -1.260
C 3.266 -3.637 -5.447 0.776
C 3.249 -4.737 -6.656 -1.170
C 4.655 -2.815 -5.449 0.134
C 5.110 -2.265 -3.981 -1.118
C 4.742 -1.615 -6.533 -1.240
C 1.011 -3.910 -2.842 -0.602
C 0.242 -4.353 -1.513 0.472
C 0.027 -5.956 -1.306 -0.762
O 0.716 -6.365 -0.095 -0.089
O 0.246 -7.533 0.374 -0.433
C -0.296 -3.288 -0.430 0.481
N -0.967 -3.841 0.738 -0.525
C -1.329 -2.741 1.602 0.509
C -2.098 -3.139 2.992 -1.020
H 1.214 1.617 7.912 0.283
H -1.786 -0.715 5.111 0.217
H -2.089 1.094 4.799 0.288
H 0.382 -0.583 3.550 0.307
H -0.013 1.289 3.343 0.307
H -2.579 -0.408 2.957 0.453
H -1.846 0.913 1.870 0.331
H 2.904 0.452 -2.179 0.341
H 0.424 2.846 -2.362 0.250
H -1.016 2.966 -3.527 0.234
H 0.646 2.660 -4.277 0.240
H -2.285 1.173 -3.506 0.436
H -1.841 -0.480 -2.797 0.245
H -1.705 1.094 -1.704 0.211
H 1.864 -2.058 -6.402 0.352
H 0.988 -3.423 -5.523 0.424
H 3.255 -4.251 -4.452 0.207
H 2.198 -4.656 -7.156 0.297
H 3.417 -5.799 -6.214 0.254
H 4.103 -4.429 -7.383 0.325
H 5.483 -3.582 -5.753 0.499
H 4.236 -2.066 -3.262 0.108
H 5.801 -3.081 -3.511 0.277
H 5.797 -1.330 -4.114 0.384
H 5.102 -0.608 -6.068 0.303
H 5.559 -1.899 -7.320 0.279
H 3.781 -1.428 -7.134 0.268
H 1.372 -4.719 -3.571 0.023
H -1.117 -6.201 -1.300 0.336
H 0.436 -6.498 -2.258 0.242
H -0.745 -7.554 0.389 0.360
H -1.862 -4.241 3.229 0.350
H -3.231 -3.058 2.784 0.271
H -1.745 -2.469 3.871 0.160
C 2.010 5.949 10.940 -1.095
C 2.196 4.690 10.111 -0.299
O 1.374 4.652 8.951 -0.406
C 1.591 5.675 7.987 -0.298
C 2.985 5.651 7.387 -1.041
H 0.951 6.120 11.149 0.295
H 2.551 5.867 11.886 0.388
H 2.385 6.831 10.414 0.260
H 1.912 3.826 10.718 0.319
H 3.247 4.547 9.840 0.329
H 1.360 6.656 8.413 0.286
H 0.863 5.504 7.189 0.330
H 3.742 5.927 8.126 0.263
H 3.057 6.359 6.556 0.387
H 3.234 4.651 7.023 0.275
C -6.055 4.357 -3.068 -1.089
C -5.509 3.173 -3.848 -0.336
O -4.764 2.265 -3.047 -0.290
C -5.470 1.624 -1.993 -0.181
C -6.613 0.751 -2.478 -1.146
H -5.262 4.836 -2.489 0.300
H -6.494 5.092 -3.747 0.391
H -6.832 4.046 -2.364 0.260
H -4.821 3.546 -4.613 0.318
H -6.309 2.647 -4.379 0.302
H -5.817 2.361 -1.261 0.291
H -4.742 0.992 -1.475 0.243
H -7.420 1.352 -2.905 0.262
H -7.031 0.172 -1.650 0.396
H -6.272 0.062 -3.256 0.306
```

Results
- HOMO-LUMO gap: 0.262 Eh
- Structure (SMILES): C#CCCCc1nc2c(B(O)N(C)C)c(OC[C@@H](C)C(C)C)cc(COO)c2nc1C.CCOCC.CCOCC
- Lowest unoccupied orbital energy: -0.0292 Eh

***

(3)
Formula: C46H110N13O12Rb
Source: the OMol25 dataset
Level of theory: ωB97M-V with the def2-TZVPD basis set

The geometry in XYZ format:
```
182
Properties=species:S:1:pos:R:3:mulliken_charge:R:1
Rb 6.829 1.795 20.606 0.793
C 3.312 1.041 24.124 -1.327
C 3.809 0.997 22.677 1.359
C 3.784 2.421 22.106 -0.882
O 5.020 0.363 22.588 -0.584
H 3.960 1.747 24.670 0.052
H 3.421 0.102 24.667 0.018
H 2.280 1.400 24.243 0.596
H 3.012 0.430 22.137 -0.706
H 2.743 2.653 21.841 0.087
H 4.296 2.488 21.140 0.063
H 4.208 3.220 22.718 0.261
C 10.072 1.038 21.929 -0.930
O 8.987 0.217 21.654 0.060
C 9.287 -1.129 21.288 -0.941
C 7.999 -1.885 21.278 -0.316
N 7.363 -1.746 22.589 -0.139
C 6.164 -2.577 22.678 -0.308
C 5.607 -2.518 24.080 0.385
O 6.614 -2.844 25.012 -0.426
C 6.139 -2.673 26.307 -0.666
H 10.815 0.649 22.640 0.289
H 9.732 1.953 22.422 0.228
H 10.656 1.314 21.036 0.320
H 10.009 -1.604 21.963 0.456
H 9.783 -1.091 20.305 0.399
H 8.216 -2.949 21.144 0.477
H 7.347 -1.579 20.446 -0.027
H 6.889 -0.835 22.586 0.068
H 6.272 -3.606 22.327 0.716
H 5.381 -2.108 22.054 -0.349
H 4.725 -3.146 24.157 0.727
H 5.312 -1.477 24.284 -0.505
H 6.917 -3.022 26.982 0.306
H 5.190 -3.199 26.480 0.362
H 5.935 -1.620 26.560 0.034
C -1.841 -0.652 16.958 -0.621
O -0.616 -0.911 17.640 -0.398
C -0.724 -0.895 19.043 -0.364
C 0.623 -1.088 19.674 -0.428
N 1.404 -2.168 19.035 -0.205
C 1.681 -3.294 19.976 -0.594
C 2.319 -4.415 19.119 -0.507
O 2.895 -5.323 20.026 -0.277
C 3.559 -6.410 19.451 -0.794
H -2.358 0.189 17.428 0.143
H -2.495 -1.540 17.037 0.378
H -1.579 -0.623 15.904 0.238
H -1.428 -1.677 19.369 0.395
H -1.122 0.095 19.305 0.227
H 0.597 -1.127 20.767 0.396
H 1.222 -0.168 19.559 0.023
H 0.820 -2.557 18.299 0.336
H 0.732 -3.684 20.369 0.475
H 2.347 -2.917 20.750 0.239
H 3.118 -3.832 18.627 0.283
H 1.603 -4.873 18.434 0.301
H 2.833 -7.167 19.144 0.299
H 4.194 -6.813 20.240 0.251
H 4.223 -6.155 18.619 0.328
C 3.005 7.979 22.732 -2.083
C 3.571 7.263 21.502 2.648
C 2.724 7.639 20.271 -1.000
C 3.092 8.998 19.647 -1.073
C 4.599 9.130 19.467 -1.338
C 5.452 8.805 20.710 1.470
N 4.976 7.552 21.273 0.514
O 5.851 7.033 22.305 -0.443
C 6.877 8.629 20.155 -1.988
C 5.407 9.992 21.689 -1.624
C 3.401 5.729 21.635 -2.454
H 2.001 7.680 23.033 0.433
H 2.973 9.049 22.508 0.366
H 3.654 7.919 23.611 0.381
H 2.796 6.890 19.484 0.176
H 1.692 7.799 20.591 0.444
H 2.754 9.847 20.252 0.382
H 2.587 9.093 18.684 0.438
H 4.881 10.158 19.206 0.437
H 4.848 8.537 18.581 0.383
H 7.298 9.574 19.825 0.437
H 7.512 8.292 20.984 0.436
H 6.898 7.846 19.399 0.392
H 5.583 9.676 22.715 0.238
H 6.114 10.768 21.390 0.453
H 4.432 10.483 21.648 0.367
H 4.000 5.439 22.505 0.582
H 3.733 5.223 20.732 0.559
H 2.379 5.544 21.968 0.189
H 6.283 6.311 21.837 0.329
C 2.034 7.140 26.790 -1.991
C 0.988 6.112 26.357 1.790
C 1.635 5.314 25.235 0.388
C 0.814 4.093 24.857 -0.587
C 0.705 3.220 26.107 -0.731
C 0.066 3.902 27.320 2.054
N 0.660 5.259 27.472 0.497
O 0.136 6.000 28.565 -0.564
C -1.439 4.023 27.100 -1.607
C 0.497 3.112 28.550 -1.890
C -0.152 6.994 25.795 -1.850
H 2.946 6.682 27.197 0.355
H 1.660 7.789 27.588 0.564
H 2.361 7.813 25.996 0.250
H 1.764 5.935 24.344 -1.030
H 2.649 5.058 25.573 -0.050
H 1.084 3.523 23.968 0.307
H -0.183 4.493 24.609 0.436
H 1.699 2.772 26.226 -0.538
H 0.050 2.379 25.854 0.675
H -2.010 4.151 28.023 0.377
H -1.709 4.884 26.490 0.279
H -1.921 3.207 26.549 0.308
H 0.184 2.076 28.362 0.400
H 1.566 3.126 28.739 0.268
H -0.040 3.423 29.448 0.434
H 0.197 7.652 25.005 0.415
H -0.590 7.591 26.599 0.380
H -0.984 6.370 25.464 0.323
H 0.913 6.153 29.114 0.362
C 0.427 3.132 19.354 -2.386
C -0.249 3.956 18.265 2.328
C -0.116 3.166 16.969 -0.915
C -1.146 3.614 15.941 -0.843
C -2.557 3.383 16.452 -1.018
C -2.795 4.169 17.732 1.295
N -1.671 3.980 18.650 0.632
O -1.879 4.699 19.856 -0.582
C -3.024 5.657 17.417 -1.614
C -4.066 3.603 18.384 -1.830
C 0.384 5.341 18.134 -2.299
H -0.162 2.231 19.531 0.303
H 0.406 3.602 20.341 0.452
H 1.418 2.799 19.051 0.459
H 0.822 3.418 16.463 0.461
H -0.181 2.093 17.149 0.188
H -1.016 3.120 14.973 0.444
H -1.085 4.679 15.687 0.355
H -2.718 2.305 16.575 0.128
H -3.308 3.698 15.723 0.511
H -3.539 5.835 16.467 0.353
H -3.499 6.234 18.206 0.350
H -2.062 6.147 17.226 0.346
H -4.883 3.621 17.660 0.403
H -3.886 2.536 18.571 0.317
H -4.319 4.074 19.328 0.387
H 1.470 5.216 18.040 0.452
H 0.172 5.948 19.011 0.506
H 0.095 5.808 17.192 0.379
H -1.937 4.011 20.529 0.352
C 4.899 -0.877 18.566 0.384
O 6.101 -0.534 18.585 -0.686
N 3.985 -0.766 19.610 0.423
N 4.334 -1.390 17.387 -0.321
H 3.135 -1.343 19.587 0.004
H 4.397 -0.585 20.536 -0.183
H 3.331 -1.449 17.376 0.120
H 4.907 -1.528 16.583 0.224
C 4.823 2.815 28.221 0.637
O 4.019 1.939 28.554 -0.628
N 5.982 3.101 28.928 -0.450
N 4.578 3.628 27.129 -0.026
H 6.149 2.664 29.810 0.238
H 6.687 3.655 28.489 0.146
H 5.171 4.346 26.767 0.224
H 3.641 3.623 26.764 -0.272
C 2.510 -1.386 28.137 0.477
O 1.963 -2.496 28.145 -0.693
N 3.244 -0.885 29.216 -0.381
N 2.294 -0.457 27.121 -0.023
H 3.652 0.032 29.121 0.337
H 3.730 -1.540 29.796 0.237
H 1.821 -0.618 26.259 0.191
H 2.732 0.451 27.176 -0.046
C 7.808 0.029 25.522 0.464
O 7.867 -1.184 25.405 -0.545
N 8.720 0.716 26.354 -0.490
N 6.877 0.841 24.875 0.261
H 9.335 0.123 26.876 0.259
H 8.617 1.683 26.573 0.085
H 6.933 1.819 25.081 0.217
H 6.191 0.514 24.177 -0.248
```

Results
- HOMO-LUMO gap: 0.244 Eh
- Energy above the lowest of the compared OMol25 structures with the same formula, charge and spin: 0.0000 eV
- Lowest unoccupied orbital energy: -0.0263 Eh

***

| no. | HOMO level (eV) |
| --- | --- |
| 1 | -10.85 |
| 2 | -7.92 |
| 3 | -7.35 |